This record from the OMol25 dataset describes 11 unconnected molecules or ions with the total composition C63H140Br4N7 in a non-equilibrium geometry. The level of theory is wB97M-V/def2-TZVPD.

- Energy above the lowest of the compared OMol25 structures with the same formula, charge and spin: 76.08 kcal/mol
- Charge: +3
- E_LUMO: -5.734 eV
- HOMO energy: -9.92 eV

```
214
Properties=species:S:1:pos:R:3:forces:R:3
C -4.598008 14.879547 -15.086062 -0.23 1.84 0.53
C -5.984769 15.512847 -14.755827 -0.22 -0.76 -0.23
C -6.775800 16.077249 -15.971962 -1.40 -0.72 1.12
C -7.189321 14.871500 -16.895916 0.57 1.84 0.98
N -8.444921 15.147712 -17.716226 1.20 0.58 -2.78
C -8.892760 13.899756 -18.458360 -1.64 -1.02 1.51
C -10.378129 13.676274 -17.929939 0.06 -0.42 -1.24
C -10.939926 15.055515 -17.636290 1.21 0.71 0.77
C -9.686489 15.677082 -17.016206 1.02 0.38 0.79
C -8.082578 16.153453 -18.801478 -0.32 0.93 0.41
H -3.922872 15.735162 -15.100899 0.35 -0.08 -0.38
H -4.547642 14.408143 -16.067563 -0.07 -0.25 0.25
H -4.196951 14.264345 -14.280598 -0.37 -0.32 -0.22
H -5.991683 16.216531 -13.923439 0.74 0.49 -0.33
H -6.606725 14.750386 -14.286871 -0.32 -0.39 -0.38
H -6.399040 16.972278 -16.467023 1.00 -0.62 -0.49
H -7.672264 16.550465 -15.571333 -0.43 -0.38 0.42
H -7.297380 13.927035 -16.362624 -0.43 0.29 0.30
H -6.256958 14.771853 -17.451681 -0.73 -0.43 -1.22
H -8.811578 13.975816 -19.542671 -0.12 0.32 0.14
H -8.284094 13.082892 -18.070586 0.10 0.01 -0.37
H -11.005163 13.231086 -18.702434 0.21 -0.27 -0.11
H -10.355304 13.016680 -17.062473 -0.11 0.17 0.14
H -11.368175 15.547830 -18.509402 0.70 0.03 -0.32
H -11.700303 15.196613 -16.868160 -0.20 -0.88 0.09
H -9.586728 16.761877 -16.979191 -0.21 -0.02 -0.10
H -9.519067 15.308364 -16.004212 -0.58 0.00 0.22
H -7.883522 17.126881 -18.353244 0.37 -0.18 0.37
H -8.965964 16.365868 -19.403646 0.05 -0.65 -0.30
H -7.212747 15.855483 -19.386880 -0.32 -0.31 0.06
C -20.297912 14.320588 -19.429417 -1.16 1.41 1.72
C -19.700260 12.957669 -19.327914 -0.41 -1.08 -0.14
C -19.580877 12.332395 -17.872026 1.13 0.16 -0.61
C -18.460146 13.003475 -17.062536 -0.19 -0.36 1.24
N -18.259111 12.506660 -15.525623 -1.24 -0.26 0.21
C -19.501639 12.492676 -14.611084 -0.65 1.81 -0.46
C -19.554837 13.872433 -13.829155 0.53 -0.86 1.07
C -18.391001 14.686533 -14.314001 1.44 -1.34 -2.22
C -17.406492 13.553065 -14.759354 0.35 -0.49 -0.82
C -17.770156 11.011363 -15.537424 0.82 2.25 -0.50
H -19.767135 15.068007 -18.839718 0.65 0.27 -0.41
H -21.227158 14.333526 -18.859824 -0.46 -0.43 0.24
H -20.645876 14.772251 -20.358401 0.99 -0.56 -0.49
H -18.789751 12.846409 -19.916714 0.47 0.29 0.31
H -20.368429 12.305603 -19.890464 -0.16 -0.26 0.20
H -19.233244 11.309801 -18.018826 -0.26 -0.29 -0.05
H -20.527146 12.279280 -17.333634 -0.09 0.34 -0.19
H -18.580297 14.086705 -17.045965 0.02 -0.07 0.28
H -17.483630 12.755893 -17.478738 0.04 0.13 -0.08
H -19.407116 11.665311 -13.907785 -0.10 0.05 -0.32
H -20.393141 12.422225 -15.234265 0.12 -0.47 0.11
H -19.263968 13.682706 -12.795965 -0.52 -0.39 0.23
H -20.519788 14.377603 -13.786924 0.06 -0.20 -0.42
H -17.828578 15.321636 -13.629579 -0.56 0.08 0.16
H -18.632236 15.212437 -15.237757 -0.02 0.51 0.20
H -16.939375 13.034191 -13.922300 -0.25 -0.08 0.18
H -16.580053 13.835388 -15.411574 -0.05 0.17 -0.09
H -18.495066 10.358434 -16.023515 -0.31 0.31 0.46
H -17.526085 10.782349 -14.500079 -0.11 -0.31 -0.27
H -16.878705 11.026487 -16.164470 0.26 -0.13 0.25
C -19.792235 3.396117 -23.869072 -1.48 -0.18 -0.18
C -18.972784 4.540637 -24.354741 0.49 1.33 -0.56
C -18.673592 5.662802 -23.361536 1.59 1.00 1.19
C -19.815804 6.587231 -22.874467 0.73 -0.81 0.87
N -19.422112 7.872992 -22.084600 -0.17 -1.11 0.63
C -20.760959 8.559396 -21.690717 1.83 0.53 -0.19
C -20.229460 9.914142 -21.235207 -1.09 -0.36 0.53
C -19.090740 10.224082 -22.159461 0.62 0.58 -0.95
C -18.593145 8.919369 -22.808876 -1.54 -0.31 -0.56
C -18.679643 7.517851 -20.783560 -0.21 -1.34 -1.39
H -20.252755 2.972249 -24.761470 0.08 -0.55 0.17
H -20.641853 3.695084 -23.255177 -0.04 0.15 0.15
H -19.250984 2.633152 -23.309604 0.18 0.13 -0.19
H -19.341197 5.097576 -25.216246 -1.01 -0.39 -0.19
H -18.104470 4.091921 -24.837220 0.72 0.40 0.62
H -17.949435 6.374178 -23.758561 0.19 -0.07 -0.75
H -18.102167 5.290035 -22.511466 -0.29 -0.37 0.38
H -20.369746 6.116559 -22.062234 -0.64 -0.43 -0.69
H -20.395900 6.839455 -23.762154 -0.35 0.46 0.43
H -21.307795 8.026380 -20.912933 0.22 -0.36 -0.31
H -21.316085 8.641168 -22.625192 -0.17 0.00 0.19
H -19.890633 9.939913 -20.199523 -0.32 -0.29 0.14
H -21.071361 10.600601 -21.325059 0.31 0.36 0.05
H -18.273491 10.736837 -21.652226 -0.32 0.38 -0.37
H -19.562705 10.811579 -22.946986 0.89 0.55 -0.06
H -17.538088 8.656388 -22.885061 -0.01 0.11 0.89
H -18.897736 8.881253 -23.854755 -0.30 0.03 -0.02
H -19.215968 6.712715 -20.281351 -0.36 0.27 0.10
H -18.505313 8.354830 -20.107413 -0.01 0.03 -0.54
H -17.780545 7.022505 -21.150113 0.36 0.47 0.39
C -16.202413 7.634321 -16.590383 0.74 1.71 -0.30
C -15.135594 7.353906 -17.618170 1.48 -0.37 -1.74
C -13.843814 8.269088 -17.580765 -1.06 1.44 -0.25
C -12.682672 7.879413 -18.474045 1.18 -0.95 -0.03
N -11.556856 8.904039 -18.725578 1.65 -1.01 0.81
C -11.913576 10.056495 -19.694445 0.27 0.77 1.79
C -10.626293 10.504735 -20.423580 -1.13 0.55 0.35
C -9.609137 9.435513 -20.157211 0.82 -1.73 0.13
C -10.348026 8.231421 -19.431889 0.56 1.21 0.22
C -10.966668 9.381638 -17.286850 -1.79 1.19 -2.64
H -16.221454 8.722527 -16.649788 -0.16 0.43 0.87
H -15.838679 7.297687 -15.619570 -0.55 0.09 0.10
H -17.239196 7.394540 -16.826364 0.32 -0.88 -0.04
H -15.434468 7.614743 -18.633424 -0.83 -0.56 -0.13
H -14.875025 6.295506 -17.617213 0.23 -0.06 -0.07
H -13.649592 8.606570 -16.562680 0.76 -0.51 0.09
H -14.090746 9.210748 -18.071081 -0.92 0.46 0.32
H -12.927883 7.655534 -19.512241 -0.79 -0.23 0.16
H -12.220471 6.979973 -18.067259 0.48 0.01 -0.12
H -12.302699 10.782844 -18.980934 -0.27 0.52 -0.47
H -12.687346 9.830106 -20.428010 -0.04 -0.75 0.44
H -10.254394 11.458367 -20.048891 -0.28 0.03 0.02
H -10.947785 10.720452 -21.442498 0.55 -0.27 -0.16
H -8.758818 9.842452 -19.609988 -0.37 -0.08 0.88
H -9.021631 9.070417 -20.999614 -0.71 -0.23 -0.52
H -9.739199 7.766919 -18.656220 -0.01 0.05 -0.07
H -10.642181 7.425748 -20.104548 -0.46 0.36 -0.15
H -11.800127 9.977359 -16.914586 -0.13 -0.50 0.75
H -10.237123 10.165627 -17.489911 0.53 -0.59 -0.13
H -10.626915 8.516685 -16.717180 -0.21 0.24 -0.19
C -16.439959 10.667369 -19.578829 -0.76 0.38 0.80
C -15.770453 11.159983 -20.819534 1.38 0.07 0.21
C -15.799484 12.653394 -21.159122 -0.13 0.31 -1.23
C -15.072747 13.526142 -20.128691 -1.42 0.43 0.18
N -15.239852 15.073354 -20.141603 0.62 -0.13 -0.28
C -16.627932 15.626890 -19.658099 -0.01 -2.36 -0.13
C -16.408846 16.628586 -18.544464 -0.47 -0.07 -0.06
C -14.948269 16.824379 -18.671233 2.41 3.19 0.67
C -14.306287 15.502512 -18.969765 -1.62 0.16 -1.16
C -14.786817 15.714810 -21.466377 0.37 0.41 -0.08
H -17.464691 11.035337 -19.527600 -0.37 -0.25 0.01
H -15.958028 11.024790 -18.668836 0.22 -0.01 0.12
H -16.413716 9.577686 -19.576434 -0.19 -0.12 0.19
H -16.083528 10.501019 -21.629383 -0.04 0.52 -0.45
H -14.726588 10.908264 -20.632194 0.44 -0.11 -0.41
H -16.809198 12.991538 -21.392016 -0.51 0.31 0.60
H -15.415094 12.746982 -22.174790 0.66 0.12 0.08
H -13.993057 13.404768 -20.041326 -0.04 -0.38 -0.34
H -15.551338 13.276865 -19.181637 0.45 -0.10 0.34
H -17.191767 16.036961 -20.495970 0.04 -0.22 -0.20
H -17.031241 14.693832 -19.264597 -0.83 0.18 -0.25
H -17.125015 17.439805 -18.675368 0.61 0.59 -0.53
H -16.580347 16.375016 -17.498328 -0.34 -1.19 -0.03
H -14.660444 17.606495 -19.373763 -0.31 -0.46 -1.00
H -14.534587 17.355902 -17.814238 0.23 -0.55 0.87
H -13.279344 15.419058 -19.325458 -0.10 0.33 0.04
H -14.498506 14.822402 -18.139943 0.17 -0.29 -0.10
H -14.946491 15.156918 -22.389063 -0.59 -0.72 0.60
H -13.707174 15.863672 -21.448751 0.00 -0.10 0.36
H -15.298351 16.659358 -21.651499 -0.24 0.09 0.44
C -12.400636 18.439973 -20.862853 -0.12 1.27 0.06
C -12.113460 19.914857 -20.227984 -0.63 -1.63 -1.78
C -13.066650 20.518101 -19.198841 0.97 0.38 0.44
C -14.480994 20.624001 -19.668077 0.29 -1.89 0.88
N -15.422669 21.224610 -18.591217 -0.81 0.24 -1.22
C -16.843734 21.217548 -19.294721 1.11 -0.07 -0.23
C -17.439895 22.599082 -19.064098 -1.24 0.68 -0.77
C -16.493115 23.423342 -18.223791 0.36 -1.47 2.78
C -15.186521 22.703027 -18.233546 1.83 -0.63 -1.87
C -15.500077 20.391173 -17.313007 -0.26 0.58 -1.02
H -12.392354 17.587010 -20.184268 0.02 0.21 0.32
H -11.698473 18.195418 -21.659879 0.67 0.30 0.36
H -13.302243 18.383700 -21.472798 -0.58 0.31 0.51
H -12.209008 20.586733 -21.080943 0.55 0.00 -0.22
H -11.077515 19.897374 -19.889431 -0.12 0.33 0.16
H -12.764635 21.546662 -19.001477 0.61 0.09 0.16
H -12.930889 19.960603 -18.272104 -0.46 -0.09 0.28
H -14.766189 19.590566 -19.864966 -0.97 -0.03 0.33
H -14.544773 21.003721 -20.687805 -0.44 1.11 0.43
H -17.272531 20.248426 -19.039703 -0.69 0.50 0.48
H -16.733624 21.100602 -20.372819 0.57 -0.23 -0.01
H -18.433244 22.571104 -18.616253 0.10 -0.08 0.09
H -17.593234 23.074020 -20.033133 0.02 -0.15 -0.09
H -16.781608 23.207603 -17.195034 -0.71 0.81 0.34
H -16.251870 24.484126 -18.292026 -0.85 -0.03 -0.60
H -14.562430 22.767259 -17.342204 -0.25 -0.06 0.11
H -14.610516 23.157623 -19.039550 0.41 -0.49 -0.19
H -15.863356 19.407437 -17.610319 0.37 -0.08 0.19
H -16.240139 20.838284 -16.649301 -0.12 0.15 -0.22
H -14.548507 20.395361 -16.781399 0.06 -0.21 -0.36
C -14.413348 16.294209 -14.359989 0.33 0.46 -0.46
C -13.093363 17.128228 -14.257834 -0.22 -2.01 0.47
C -13.331607 18.602044 -14.089084 -1.64 1.74 1.32
C -12.680152 19.301777 -12.833492 0.15 0.82 -0.72
N -12.798493 20.875581 -12.670908 0.55 -2.15 -1.82
C -12.161768 21.421510 -14.032770 0.06 1.63 0.95
C -11.524615 22.816680 -13.672909 -1.07 -1.22 -0.23
C -11.373413 22.775305 -12.118866 -0.54 0.30 -0.36
C -11.865092 21.439847 -11.578800 -0.73 -0.61 -0.75
C -14.253035 21.345738 -12.387069 1.77 1.59 -1.01
H -15.050675 16.572872 -13.520775 -0.32 0.35 -0.25
H -14.336646 15.211261 -14.262893 0.76 0.00 -0.14
H -14.854813 16.459456 -15.342794 -0.54 0.19 0.17
H -12.456635 17.016531 -15.135444 -0.03 -0.45 0.03
H -12.618684 16.606390 -13.426894 0.66 0.64 0.22
H -14.395198 18.751984 -13.903607 -0.38 -0.11 -0.27
H -13.162032 19.070968 -15.058339 0.47 0.46 0.29
H -11.614732 19.134827 -12.991978 0.09 -0.06 1.04
H -13.143449 19.007598 -11.891724 0.51 -0.90 -0.15
H -12.943399 21.425515 -14.792465 -0.04 0.21 0.25
H -11.292169 20.924572 -14.462848 -0.47 -1.48 0.81
H -12.231642 23.500407 -14.142741 0.20 0.84 0.96
H -10.577542 22.975505 -14.188582 -0.04 -0.28 0.09
H -12.049046 23.525079 -11.707206 0.58 0.33 0.19
H -10.350875 22.866303 -11.752478 -0.12 0.65 -0.24
H -12.428099 21.598812 -10.659093 -0.06 -0.33 -0.10
H -11.094183 20.691400 -11.395431 0.03 0.13 -0.17
H -14.973787 21.100955 -13.167261 0.41 -0.26 -0.01
H -14.008087 22.407135 -12.426106 -0.99 0.37 -0.09
H -14.664804 21.194946 -11.389163 0.63 -0.82 -0.01
Br -18.664317 14.487751 -23.002849 0.17 -0.57 0.57
Br -11.358135 14.202001 -21.685070 0.07 -0.05 0.77
Br -14.057798 12.412246 -16.665258 -0.10 -0.08 0.02
Br -17.441134 18.648064 -22.198186 0.57 0.24 0.91
```
Positions in Å, forces in eV/Å.